Density functional theory data (ωB97M-V/def2-TZVPD) for a single C3H6N4 molecule.

```
13
Properties=species:S:1:pos:R:3:forces:R:3
H -1.974510 1.617597 -0.033971 0.796 -0.720 0.122
N -0.962553 1.757550 -0.037169 1.459 0.104 0.513
C -0.086422 0.774615 0.095361 -5.718 3.180 -1.309
N 1.220616 0.900781 0.124858 3.458 6.047 -2.064
C 1.836923 -0.277789 -0.075534 -1.536 -3.085 0.671
C 0.801796 -1.232990 -0.019322 3.779 2.730 -0.906
N -0.356373 -0.529258 -0.027559 -0.612 -1.243 0.923
N -1.627971 -1.081273 -0.044128 -2.410 1.636 0.146
H 1.671583 1.868629 -0.320972 -1.871 -3.384 1.943
H 2.903474 -0.240905 -0.057441 0.310 -0.863 -0.003
H 0.908001 -2.234188 0.136946 -0.129 -2.479 0.005
H -2.060441 -0.893265 0.895178 0.658 -0.475 -0.785
H -2.274120 -0.429502 -0.636251 1.815 -1.447 0.743
```
Positions in Å, forces in eV/Å.

**Structure (SMILES)**: [H]/N=c1/[nH]ccn1N
**Charge**: 0
**LUMO**: 0.03177 Ha

Results of the Löwdin charge analysis, in e, for atoms 1 through 6: number 1, H, carries -0.01; number 2, N, carries 0.06; number 3, C, carries -0.54; number 4, N, carries 0.05; number 5, C, carries -0.10; number 6, C, carries -0.04

=====

Density functional theory data (ωB97M-V/def2-TZVPD) for 2 unconnected molecules or ions with the total composition C20H35B2N2O12P2.

```
73
Properties=species:S:1:pos:R:3:forces:R:3
C -0.610770 0.149203 3.052139 0.285 -0.183 0.621
C 0.379206 1.183697 3.619048 -0.593 0.060 -0.307
B 0.935653 2.274845 2.631272 0.170 -0.422 0.152
O 1.298731 3.512502 3.150826 -0.224 0.031 -0.422
C 1.160592 2.081360 1.061428 0.343 0.923 -0.370
C -0.155853 2.136270 0.190866 0.597 -0.172 1.268
C -0.606623 3.555584 -0.102961 -0.280 -0.165 -0.012
C -2.074599 3.859059 0.183550 -0.061 0.463 -0.247
O -2.461014 5.001168 0.105875 0.069 -0.380 0.028
N -2.921795 2.786065 0.624747 -0.145 0.305 0.235
C -3.526730 3.148458 1.916427 -0.244 -0.163 0.081
C -3.969951 2.451401 -0.363305 0.291 -0.435 0.045
N 0.208497 1.271932 -0.979811 -0.674 1.280 -0.352
P -1.117751 0.763038 -2.173285 -0.720 -0.872 0.043
O -1.624850 2.308054 -2.424023 0.463 0.116 -0.174
O -0.119197 0.516752 -3.403452 -0.487 0.692 -0.139
C 0.928371 0.125600 -0.324000 -0.322 0.140 0.601
C 1.203970 -1.025918 -1.244535 0.507 -0.517 -0.404
C 0.334351 -2.220075 -1.038501 -0.263 -0.390 0.435
C 0.869412 -3.479585 -1.224939 0.626 -0.005 -0.022
C 0.104107 -4.608755 -1.118804 -0.470 -0.488 0.095
C -1.250894 -4.529357 -0.827079 -0.050 0.151 0.102
C -2.112286 -5.747015 -0.720545 -0.329 0.222 0.207
C -1.785716 -3.270296 -0.604987 0.051 -0.084 0.145
C -1.002113 -2.138651 -0.703855 -0.156 0.142 0.391
C 1.982131 0.861255 0.528295 0.499 0.060 -0.274
B 2.729047 -0.064545 1.582977 -0.203 -0.285 0.123
O 3.435360 0.532912 2.590368 -0.369 0.067 0.069
O 2.664786 -1.428416 1.483843 0.053 0.275 -0.282
C 3.851919 -2.125381 1.110235 0.123 -0.246 0.204
P 3.234299 1.555821 -0.599021 -0.406 0.863 -0.462
O 2.694801 2.719124 -1.347711 -0.099 -0.255 -0.123
O 4.499409 1.902507 0.293193 -0.002 -0.293 -0.019
O 3.757609 0.434854 -1.600584 0.247 -0.026 0.274
H -0.110907 -0.580032 2.416487 -0.136 0.039 -0.283
H -1.020804 -0.434433 3.875980 -0.074 -0.072 0.020
H -1.464045 0.599931 2.550172 0.032 0.009 -0.236
H -0.087450 1.697127 4.463415 0.063 0.068 0.105
H 1.232605 0.649166 4.042532 0.127 0.071 0.071
H 0.575284 4.133881 3.259837 0.067 0.102 0.329
H 1.664996 3.001071 0.762612 0.331 -0.051 0.105
H -0.922623 1.668980 0.800511 -0.355 -0.453 -0.646
H -0.418927 3.846351 -1.132649 0.096 0.076 -0.045
H -0.055501 4.259677 0.519855 0.132 0.035 0.007
H -3.702654 2.238924 2.489151 0.034 -0.073 0.046
H -4.490332 3.649730 1.804908 0.020 0.199 -0.083
H -2.883304 3.807069 2.494737 0.160 -0.026 0.005
H -3.672495 1.579019 -0.938818 0.030 0.053 -0.186
H -4.874820 2.167303 0.165118 -0.082 0.085 0.092
H -4.183425 3.289842 -1.024556 -0.095 0.070 -0.028
H 0.846146 1.889369 -1.516427 0.313 -0.427 -0.074
H -2.119705 2.296537 -3.254005 -0.110 0.232 -0.023
H -0.463836 -0.206663 -3.972602 0.202 -0.934 0.140
H 0.211255 -0.179512 0.436083 -0.172 -0.400 -0.193
H 1.041574 -0.719648 -2.273572 0.424 -0.034 -0.096
H 2.230289 -1.370249 -1.180343 0.144 0.169 0.099
H 1.922953 -3.601989 -1.447415 0.062 0.132 -0.183
H 0.542693 -5.585906 -1.256741 0.115 -0.036 -0.179
H -2.538485 -5.975510 -1.697914 0.214 -0.112 -0.183
H -1.569491 -6.590439 -0.296970 0.092 -0.159 -0.219
H -2.942146 -5.535130 -0.042267 -0.093 -0.037 0.021
H -2.825838 -3.166947 -0.328626 -0.138 -0.033 -0.087
H -1.468739 -1.185400 -0.489527 -0.070 0.032 -0.009
H 3.614060 -0.125993 3.270711 0.310 0.030 0.040
H 4.136152 -1.896049 0.083485 -0.097 -0.002 -0.104
H 4.692778 -1.868926 1.759162 0.011 0.055 0.087
H 3.658367 -3.188258 1.199396 -0.090 -0.073 -0.054
H 5.159811 2.349012 -0.253689 0.116 0.080 0.112
H 3.340826 0.538860 -2.467053 -0.014 -0.169 -0.088
C -0.979763 -3.997577 -4.061094 -0.919 -0.447 0.249
O 0.143132 -4.495792 -4.421829 0.041 0.308 0.081
O -2.075638 -4.695771 -4.033854 0.548 0.023 0.026
O -1.074101 -2.755095 -3.627892 0.536 1.260 -0.147
```
Positions in Å, forces in eV/Å.

**Charge**: -1
**LUMO**: 0.05041 Ha

Results of the Löwdin charge analysis, in e, for atoms 1 through 6: number 1, C, carries -0.08; number 2, C, carries -0.12; number 3, B, carries -0.41; number 4, O, carries 0.14; number 5, C, carries -0.09; number 6, C, carries -0.22

=====

Calculated HOMO in order - -7.26 -0.73 eV
Calculated largest force on an atom in order - 7.27 1.49 eV Å⁻¹
Calculated E in order - -9166.139 -68792.952 eV